Record 1
The ion C19H18Cl2N with charge +1 at a distorted geometry. Source: OMol25; level of theory: the ωB97M-V functional and the def2-TZVPD basis.

```
40
Properties=species:S:1:pos:R:3
C 2.292 -2.710 -0.956
C 1.830 -1.322 -1.149
C 0.418 -0.810 -0.914
N 0.557 0.502 -1.462
C 1.791 0.821 -1.914
C 2.076 2.186 -2.421
C 2.627 -0.331 -1.776
H 3.390 -2.687 -0.896
H 1.905 -3.184 -0.034
H 2.084 -3.374 -1.816
H -0.353 -1.452 -1.489
H -0.160 1.202 -1.415
H 3.124 2.469 -2.280
H 1.841 2.298 -3.488
H 1.527 2.937 -1.837
H 3.690 -0.393 -2.071
Cl -6.208 0.800 -0.830
C -4.533 0.392 -0.706
C -4.086 -0.888 -1.044
C -2.771 -1.273 -0.769
C -1.895 -0.353 -0.167
C -0.502 -0.902 0.324
C 0.133 -0.144 1.504
C 1.402 -0.594 1.822
C 2.148 0.025 2.811
C 1.548 0.946 3.658
Cl 2.483 1.782 4.825
C 0.173 1.253 3.505
C -0.529 0.706 2.414
C -2.282 0.968 0.019
C -3.601 1.375 -0.270
H -4.774 -1.568 -1.571
H -2.436 -2.271 -1.055
H -0.658 -1.958 0.665
H 1.843 -1.398 1.235
H 3.225 -0.158 2.859
H -0.295 1.965 4.164
H -1.585 1.003 2.311
H -1.594 1.729 0.414
H -3.842 2.412 -0.199
```

Calculated values
structure (SMILES) = CC1=CC(C)=[NH+][C@@H]1C(c1ccc(Cl)cc1)c1ccc(Cl)cc1
electronic energy = -46523.1731 eV
lowest unoccupied orbital energy = -4.5 eV
charge = +1
energy relative to the best compared isomer or geometry (same formula, charge and spin) = 0.000 eV

Here are the natural (NBO) charges for atoms 1 to 8, given in e: number 1, C, carries -0.6976; number 2, C, carries 0.2271; number 3, C, carries -0.1435; number 4, N, carries -0.4799; number 5, C, carries 0.4048; number 6, C, carries -0.6932; number 7, C, carries -0.3217; number 8, H, carries 0.2518

Record 2
A structure of composition C15H25GaN2O2P2 at a distorted geometry. Source: OMol25; level of theory: the ωB97M-V functional and the def2-TZVPD basis.

```
47
Properties=species:S:1:pos:R:3
Ga -0.079 -0.142 0.271
C 3.812 -0.758 0.950
P 2.475 0.055 0.013
C 2.800 -0.298 -1.745
C 2.848 1.846 0.197
C 1.785 2.719 -0.470
P 0.077 2.441 0.156
C -0.883 3.557 -0.930
C 0.088 3.184 1.824
H 4.772 -0.412 0.562
H 3.754 -1.840 0.834
H 3.739 -0.511 2.009
H 3.776 0.098 -2.028
H 2.018 0.141 -2.368
H 2.787 -1.377 -1.908
H 3.826 2.040 -0.255
H 2.925 2.071 1.264
H 1.773 2.537 -1.549
H 2.019 3.779 -0.316
H -0.409 4.541 -0.922
H -1.911 3.664 -0.590
H -0.890 3.175 -1.950
H 0.506 4.191 1.775
H 0.690 2.570 2.494
H -0.921 3.242 2.229
C -5.001 -0.125 0.060
C -4.290 -1.302 -0.126
C -2.912 -1.283 -0.020
N -2.231 -0.170 0.272
C -2.917 0.950 0.510
C -4.293 1.018 0.406
H -6.073 -0.098 -0.065
H -4.798 -2.223 -0.363
H -2.339 -2.184 -0.194
H -2.331 1.822 0.791
H -4.808 1.948 0.588
O 0.062 -2.844 -2.638
C 0.057 -3.045 -1.464
C 0.049 -4.354 -0.699
C 0.087 -3.961 0.785
C 0.054 -2.472 0.738
O 0.009 -1.643 1.686
N 0.046 -2.009 -0.504
H 0.890 -4.977 -1.006
H -0.856 -4.909 -0.958
H 0.984 -4.310 1.303
H -0.766 -4.344 1.351
```

Calculated values
electronic energy = -93977.6550 eV
lowest unoccupied orbital energy = -6.5 eV
charge = +2
energy relative to the best compared isomer or geometry (same formula, charge and spin) = 1.347 eV

Here are the natural (NBO) charges for atoms 1 to 8, given in e: number 1, Ga, carries 1.4174; number 2, C, carries -0.9237; number 3, P, carries 0.9243; number 4, C, carries -0.9455; number 5, C, carries -0.7208; number 6, C, carries -0.7134; number 7, P, carries 0.9187; number 8, C, carries -0.9275

Record 3
A cluster of 3 separate species, C4H10N2 in total. Source: OMol25; level of theory: the ωB97M-V functional and the def2-TZVPD basis.

```
16
Properties=species:S:1:pos:R:3
C 3.113 0.132 -1.358
C -2.393 0.917 -0.382
C -1.832 -0.350 -0.482
C 0.591 -0.153 1.463
N -2.084 -1.488 0.146
N 2.708 0.855 -0.437
H 2.486 -0.624 -1.841
H 4.133 0.262 -1.739
H -3.208 1.098 0.314
H -2.097 1.672 -1.100
H 0.713 0.144 0.431
H 1.580 -0.046 1.922
H -1.015 -0.416 -1.216
H -2.821 -1.320 0.834
H -0.139 0.505 1.926
H 0.265 -1.187 1.517
```

Calculated values
spin multiplicity = 2
electronic energy = -7287.0225 eV
lowest unoccupied orbital energy (alpha / beta) = 3.4 / 2.4 eV
charge = -1
energy relative to the best compared isomer or geometry (same formula, charge and spin) = 1.438 eV

Here are the natural (NBO) charges for atoms 1 to 8, given in e: number 1, C, carries -0.2398; number 2, C, carries -0.8172; number 3, C, carries 0.0499; number 4, C, carries -0.8420; number 5, N, carries -0.9360; number 6, N, carries -0.1553; number 7, H, carries 0.2074; number 8, H, carries 0.1808

Record 4
A cluster of 13 separate species, C63H160N8O21 in total at a distorted geometry. Source: OMol25; level of theory: the ωB97M-V functional and the def2-TZVPD basis.

```
252
Properties=species:S:1:pos:R:3
C -0.773 1.684 -5.309
C -1.801 0.920 -4.468
C -2.790 0.106 -5.252
O -1.159 0.016 -3.570
H -1.292 2.300 -6.061
H -0.168 0.885 -5.747
H -0.161 2.333 -4.651
H -2.387 1.615 -3.854
H -3.317 0.650 -5.992
H -3.484 -0.387 -4.554
H -2.237 -0.733 -5.806
H -0.585 0.518 -3.009
C -0.926 -4.655 -1.996
C -0.860 -3.350 -2.724
C -1.928 -3.297 -3.834
O -1.141 -2.326 -1.759
H -0.325 -4.626 -1.083
H -0.542 -5.407 -2.698
H -1.945 -4.818 -1.652
H 0.160 -3.268 -3.160
H -1.818 -4.016 -4.589
H -1.985 -2.287 -4.159
H -2.863 -3.547 -3.326
H -1.001 -1.495 -2.289
C 3.633 2.681 -4.426
C 4.566 2.169 -3.354
C 5.449 3.305 -2.889
O 3.676 1.694 -2.309
H 2.963 3.511 -4.138
H 2.848 1.915 -4.750
H 4.215 2.985 -5.348
H 5.150 1.363 -3.819
H 6.106 3.745 -3.655
H 5.973 3.110 -1.915
H 4.738 4.125 -2.776
H 4.206 1.478 -1.555
C -2.447 6.023 -3.845
C -1.526 4.840 -3.531
C -0.107 5.258 -3.285
O -1.988 4.018 -2.429
H -1.947 6.596 -4.564
H -2.518 6.731 -2.977
H -3.481 5.749 -4.141
H -1.456 4.186 -4.420
H -0.095 5.820 -2.284
H 0.334 5.822 -4.161
H 0.501 4.375 -3.113
H -2.221 4.605 -1.678
C -0.967 0.861 0.218
C 0.286 1.278 -0.622
C 1.204 0.077 -0.777
O 0.013 1.773 -1.926
H -1.670 1.722 0.219
H -0.622 0.757 1.266
H -1.410 -0.107 -0.114
H 0.836 2.104 -0.122
H 2.083 0.396 -1.359
H 0.682 -0.685 -1.335
H 1.553 -0.363 0.151
H -0.578 2.511 -1.826
C -2.688 5.156 4.208
O -2.504 4.855 2.853
C -3.747 4.642 2.159
C -3.479 4.340 0.764
N -2.764 5.506 0.077
C -3.682 6.674 -0.128
C -4.884 6.330 -1.024
O -5.940 5.741 -0.269
C -7.154 5.358 -0.918
H -1.698 4.870 4.695
H -3.430 4.523 4.703
H -3.014 6.197 4.371
H -4.302 5.556 2.380
H -4.274 3.789 2.616
H -4.410 4.093 0.251
H -2.833 3.450 0.720
H -2.024 5.798 0.680
H -3.063 7.427 -0.601
H -4.054 7.074 0.795
H -4.524 5.770 -1.887
H -5.251 7.293 -1.434
H -6.938 4.531 -1.579
H -7.503 6.233 -1.558
H -7.886 5.056 -0.188
C -1.186 -2.879 1.988
O -0.113 -2.526 2.810
C -0.554 -2.802 4.096
C 0.626 -2.832 5.050
N 1.016 -1.446 5.486
C 2.114 -1.313 6.414
C 3.420 -0.887 5.762
O 4.047 -1.985 5.209
C 4.703 -1.628 4.029
H -0.752 -2.912 0.999
H -2.033 -2.158 2.091
H -1.596 -3.888 2.184
H -1.046 -3.794 4.120
H -1.316 -2.064 4.472
H 1.478 -3.351 4.640
H 0.460 -3.490 5.963
H 0.218 -0.868 5.723
H 2.243 -2.317 6.809
H 1.841 -0.757 7.292
H 4.063 -0.501 6.594
H 3.410 0.016 5.158
H 4.009 -1.200 3.318
H 5.131 -2.586 3.684
H 5.514 -0.866 4.231
C -5.372 2.117 -1.975
O -5.131 0.803 -2.282
C -4.414 0.078 -1.293
C -4.535 -1.405 -1.520
N -3.903 -2.229 -0.477
C -4.661 -3.481 -0.401
C -3.979 -4.543 0.396
O -4.767 -5.727 0.291
C -4.451 -6.697 1.267
H -6.155 2.277 -1.196
H -5.827 2.616 -2.866
H -4.489 2.674 -1.702
H -4.805 0.352 -0.342
H -3.370 0.342 -1.262
H -4.190 -1.798 -2.512
H -5.569 -1.742 -1.529
H -2.921 -2.375 -0.626
H -4.889 -3.954 -1.347
H -5.694 -3.375 -0.021
H -3.934 -4.285 1.506
H -2.939 -4.821 0.088
H -4.550 -6.249 2.272
H -3.478 -7.207 1.141
H -5.216 -7.492 1.234
C 0.406 3.958 1.971
O 1.569 3.894 1.200
C 1.709 4.929 0.173
C 3.088 4.859 -0.417
N 4.009 5.522 0.413
C 5.401 5.327 0.087
C 6.252 5.863 1.199
O 6.087 5.081 2.362
C 6.758 5.579 3.480
H -0.486 3.704 1.373
H 0.023 4.957 2.351
H 0.421 3.259 2.811
H 1.596 5.966 0.657
H 1.021 4.662 -0.607
H 3.090 5.276 -1.447
H 3.377 3.779 -0.415
H 3.857 5.110 1.331
H 5.716 5.912 -0.785
H 5.624 4.266 -0.092
H 5.904 6.909 1.429
H 7.297 5.820 0.861
H 6.699 4.850 4.276
H 6.458 6.500 3.875
H 7.867 5.681 3.406
C -1.572 -6.937 5.022
O -1.860 -6.631 3.650
C -0.868 -6.904 2.731
C 0.414 -6.067 2.928
N 1.084 -6.139 1.666
C 2.234 -5.310 1.561
C 2.820 -5.337 0.161
O 1.962 -4.730 -0.804
C 1.917 -3.284 -0.690
H -1.014 -7.884 5.100
H -2.471 -7.016 5.559
H -0.870 -6.215 5.466
H -1.287 -6.776 1.737
H -0.624 -7.972 2.856
H 1.033 -6.641 3.589
H 0.126 -5.055 3.226
H 0.377 -5.890 0.976
H 3.052 -5.623 2.262
H 1.991 -4.210 1.748
H 2.989 -6.427 -0.047
H 3.785 -4.723 0.093
H 2.888 -2.866 -0.575
H 1.299 -2.987 0.188
H 1.512 -2.866 -1.586
C -2.364 -6.156 -8.491
O -1.469 -5.199 -8.951
C -1.425 -4.120 -7.952
C -0.523 -3.000 -8.469
N -0.100 -2.087 -7.341
C 1.044 -2.614 -6.635
C 1.402 -1.661 -5.503
O 2.378 -2.191 -4.652
C 2.859 -1.232 -3.730
H -1.909 -6.702 -7.662
H -2.549 -6.943 -9.279
H -3.358 -5.724 -8.163
H -1.008 -4.473 -6.975
H -2.436 -3.799 -7.734
H -1.026 -2.384 -9.256
H 0.286 -3.627 -8.867
H 0.050 -1.151 -7.716
H 1.899 -2.812 -7.265
H 0.764 -3.657 -6.274
H 0.499 -1.415 -4.967
H 1.771 -0.777 -6.021
H 3.669 -0.654 -4.123
H 3.258 -1.751 -2.875
H 2.042 -0.610 -3.383
C -1.497 -1.452 9.490
O -1.970 -0.500 8.555
C -2.342 -1.142 7.333
C -2.699 -0.066 6.338
N -1.489 0.625 5.928
C -1.625 1.566 4.865
C -2.199 0.890 3.631
O -3.590 0.927 3.531
C -4.049 -0.052 2.676
H -2.315 -1.972 10.036
H -1.043 -0.913 10.320
H -1.017 -2.313 9.023
H -3.215 -1.819 7.509
H -1.527 -1.735 6.936
H -3.445 0.604 6.817
H -3.189 -0.494 5.482
H -1.152 1.092 6.757
H -0.596 1.928 4.710
H -2.269 2.493 5.032
H -1.741 -0.105 3.642
H -1.846 1.349 2.701
H -3.610 -0.008 1.648
H -5.143 -0.017 2.666
H -3.802 -1.081 2.999
C 6.244 -3.613 -2.032
O 6.062 -2.788 -0.938
C 5.858 -1.403 -1.186
C 5.297 -0.815 0.096
N 5.417 0.645 -0.035
C 5.219 1.414 1.271
C 3.770 1.668 1.626
O 3.311 0.621 2.395
C 2.001 0.807 2.867
H 7.150 -3.373 -2.538
H 5.406 -3.522 -2.705
H 6.393 -4.671 -1.637
H 5.137 -1.277 -2.038
H 6.865 -0.863 -1.423
H 5.859 -1.210 1.040
H 4.275 -1.229 0.314
H 6.336 0.940 -0.382
H 5.751 2.362 1.181
H 5.681 0.764 2.026
H 3.281 1.860 0.676
H 3.584 2.556 2.258
H 1.740 -0.092 3.391
H 1.322 0.942 2.073
H 1.927 1.688 3.529
```

Calculated values
electronic energy = -122831.1083 eV
lowest unoccupied orbital energy = 0.6 eV
charge = 0
energy relative to the best compared isomer or geometry (same formula, charge and spin) = 0.000 eV

Here are the Mulliken charges for atoms 1 to 8, given in e: number 1, C, carries -0.8653; number 2, C, carries 1.7361; number 3, C, carries -1.1724; number 4, O, carries 1.5940; number 5, H, carries 0.4774; number 6, H, carries -0.1764; number 7, H, carries -0.0844; number 8, H, carries -0.3559

Q: Which value of electronic energy does entry 3 give?
A: -7287.0225 eV

Copy entry 3 word for word.
A cluster of 3 separate species, C4H10N2 in total. Source: OMol25; level of theory: the ωB97M-V functional and the def2-TZVPD basis.

```
16
Properties=species:S:1:pos:R:3
C 3.113 0.132 -1.358
C -2.393 0.917 -0.382
C -1.832 -0.350 -0.482
C 0.591 -0.153 1.463
N -2.084 -1.488 0.146
N 2.708 0.855 -0.437
H 2.486 -0.624 -1.841
H 4.133 0.262 -1.739
H -3.208 1.098 0.314
H -2.097 1.672 -1.100
H 0.713 0.144 0.431
H 1.580 -0.046 1.922
H -1.015 -0.416 -1.216
H -2.821 -1.320 0.834
H -0.139 0.505 1.926
H 0.265 -1.187 1.517
```

Calculated values
spin multiplicity = 2
electronic energy = -7287.0225 eV
lowest unoccupied orbital energy (alpha / beta) = 3.4 / 2.4 eV
charge = -1
energy relative to the best compared isomer or geometry (same formula, charge and spin) = 1.438 eV

Here are the natural (NBO) charges for atoms 1 to 8, given in e: number 1, C, carries -0.2398; number 2, C, carries -0.8172; number 3, C, carries 0.0499; number 4, C, carries -0.8420; number 5, N, carries -0.9360; number 6, N, carries -0.1553; number 7, H, carries 0.2074; number 8, H, carries 0.1808